Model one:
# C47H74CsGeN6SSi6

A molecular structure, C47H74CsGeN6SSi6 (ωB97M-V with the def2-TZVPD basis set, OMol25).

Spin multiplicity: 2
HOMO level (spin up / spin down): -0.0200 / -0.0709 Ha
Net charge: -2
Kohn-Sham gap (spin up / spin down): 4.02 / 5.40 eV

```
136
Properties=species:S:1:pos:R:3:mulliken_spin:R:1
Cs -0.8732 -0.5957 -0.7153 -0.001
S -2.6600 6.7587 -4.7651 0.256
N -3.0836 6.1856 -3.2524 0.250
C -2.4398 5.0113 -3.1333 -0.025
C -2.5084 4.1508 -1.9869 0.027
C -3.2832 4.4766 -0.8568 -0.001
C -3.3103 3.6262 0.2164 0.024
C -2.5541 2.4440 0.1539 0.009
N -1.8193 2.1208 -0.8827 0.001
C -1.7827 2.9426 -1.9479 0.049
C -0.9547 2.5638 -3.0868 0.058
N -0.2472 1.4146 -3.0229 -0.010
C 0.4898 1.0671 -4.0552 0.015
C 0.5737 1.8314 -5.2327 0.016
C -0.1251 3.0060 -5.3062 0.012
C -0.9176 3.4126 -4.2150 0.044
C -1.6551 4.6410 -4.2386 -0.038
N -1.6609 5.5148 -5.2641 0.264
H -3.8441 5.4025 -0.8738 0.022
H -3.8987 3.8445 1.0985 -0.002
H -2.5434 1.7537 0.9950 0.000
H 1.0434 0.1370 -3.9619 0.003
H 1.1931 1.4886 -6.0522 0.001
H -0.0948 3.6449 -6.1795 0.023
C 3.9187 -1.6699 -2.1045 0.001
Si 4.5199 -0.5645 -0.7178 0.000
C 4.4062 -1.4390 0.9271 0.000
C 6.2449 0.1488 -1.0975 0.000
C 7.5239 -0.3672 -1.3215 0.000
C 8.5741 0.4849 -1.6127 0.000
C 8.3661 1.8623 -1.6847 0.000
C 7.1053 2.3894 -1.4647 0.000
C 6.0356 1.5409 -1.1706 0.000
Si 4.1895 1.7513 -0.7645 0.000
C 3.9304 2.6412 0.8728 0.000
C 3.2048 2.5762 -2.1271 0.005
H 4.6249 -2.4974 -2.2193 0.000
H 3.8735 -1.1292 -3.0508 0.000
H 2.9289 -2.0881 -1.9191 0.000
H 4.8911 -2.4181 0.8812 0.000
H 3.3675 -1.6008 1.2264 0.000
H 4.8910 -0.8559 1.7100 0.000
H 7.7070 -1.4356 -1.2712 0.000
H 9.5674 0.0862 -1.7878 0.000
H 9.1989 2.5181 -1.9127 0.000
H 6.9613 3.4632 -1.5222 0.000
H 4.8721 2.6959 1.4222 0.000
H 3.1991 2.1251 1.4923 0.000
H 3.5590 3.6557 0.7123 0.000
H 3.5150 3.6198 -2.2294 0.000
H 2.1363 2.5609 -1.9056 -0.006
H 3.3466 2.0805 -3.0878 0.001
C -0.4227 6.1133 3.1444 0.000
C -0.0759 4.8758 2.3664 0.000
C 0.1523 4.9182 0.9975 -0.002
C 0.4528 3.7437 0.3236 -0.002
N 0.5345 2.5590 0.9173 -0.001
C 0.3365 2.5194 2.2311 0.002
C 0.0270 3.6372 2.9900 -0.002
H -0.6143 6.9550 2.4795 0.000
H 0.3918 6.3903 3.8175 0.000
H -1.3115 5.9533 3.7562 0.000
H 0.0727 5.8458 0.4441 0.003
H 0.6004 3.7584 -0.7509 0.002
H 0.4019 1.5389 2.6936 0.001
H -0.1433 3.5292 4.0546 0.000
C -2.3119 -2.7003 5.3751 0.000
Si -1.9119 -1.9521 3.6771 0.000
C -3.0733 -2.8168 2.4670 0.000
C -2.5369 -0.1601 3.8004 0.000
Ge 0.3263 -1.9631 2.8403 0.000
Si 1.5346 -1.3308 4.8062 0.000
C 1.5046 -2.4353 6.3504 0.000
C 0.9736 0.3791 5.4141 0.000
C 3.3801 -1.0996 4.4514 0.000
Si 0.7825 -4.3043 2.7292 0.000
C 0.5079 -5.4194 4.2408 0.000
C -0.2391 -5.1077 1.3545 0.000
C 2.5942 -4.5802 2.2451 0.000
H -3.3787 -2.5589 5.5835 0.000
H -1.7449 -2.2223 6.1749 0.000
H -2.0976 -3.7690 5.4080 0.000
H -4.1130 -2.6586 2.7737 0.000
H -2.8936 -3.8927 2.4453 0.000
H -2.9738 -2.4642 1.4383 0.000
H -3.6308 -0.1400 3.7642 0.000
H -2.1577 0.4553 2.9821 0.000
H -2.2262 0.3114 4.7349 0.000
H 0.4949 -2.6375 6.7070 0.000
H 2.0631 -1.9351 7.1506 0.000
H 1.9822 -3.3966 6.1581 0.000
H -0.1075 0.4500 5.5298 0.000
H 1.2801 1.1462 4.7005 0.000
H 1.4374 0.6151 6.3778 0.000
H 3.8550 -2.0183 4.1039 0.000
H 3.8988 -0.7658 5.3568 0.000
H 3.5252 -0.3469 3.6761 0.000
H -0.5247 -5.3758 4.5897 0.000
H 1.1508 -5.1537 5.0794 0.000
H 0.7271 -6.4556 3.9568 0.000
H -1.2656 -5.2879 1.6753 0.000
H 0.1998 -6.0723 1.0779 0.000
H -0.2884 -4.4841 0.4609 0.000
H 3.2809 -4.1779 2.9921 0.000
H 2.8162 -4.0868 1.2976 0.000
H 2.7986 -5.6501 2.1306 0.000
C -0.6749 -3.0834 -6.0847 0.000
C -1.3181 -2.8363 -4.7165 0.000
C -2.1817 -4.0288 -4.2946 0.000
C -2.1567 -1.5510 -4.7445 0.001
C -0.2344 -2.6724 -3.7317 -0.001
N 0.6136 -2.5118 -2.9744 0.000
H -1.4681 -3.1909 -6.8269 0.000
H -0.0752 -3.9952 -6.0824 0.000
H -0.0409 -2.2466 -6.3797 0.000
H -3.0169 -4.1073 -4.9939 0.000
H -2.5731 -3.8664 -3.2902 0.000
H -1.6079 -4.9576 -4.3317 0.000
H -2.9343 -1.6605 -5.5048 0.000
H -1.5447 -0.6811 -4.9932 0.000
H -2.6364 -1.3980 -3.7774 0.001
C -7.1130 -1.8157 -0.4795 0.000
Si -5.8706 -0.8400 -1.5054 0.000
C -6.5661 -0.6502 -3.2463 0.000
C -5.7081 0.8784 -0.7609 0.003
C -4.2724 -1.6732 -1.5377 0.000
C -3.1463 -2.1840 -1.5698 -0.001
H -8.1173 -1.3926 -0.5817 0.000
H -6.8381 -1.7960 0.5760 0.000
H -7.1405 -2.8595 -0.7935 0.000
H -7.5794 -0.2393 -3.2250 0.000
H -6.5923 -1.6155 -3.7548 0.000
H -5.9385 0.0196 -3.8363 0.000
H -6.6617 1.4148 -0.7875 0.000
H -4.9676 1.4719 -1.2995 -0.002
H -5.3820 0.8154 0.2793 -0.001
```



Model two:
# C47H74CsGeN6SSi6

A molecular structure, C47H74CsGeN6SSi6 (ωB97M-V with the def2-TZVPD basis set, OMol25).

Spin multiplicity: 2
HOMO level (spin up / spin down): -0.0191 / -0.0749 Ha
Net charge: -2
Kohn-Sham gap (spin up / spin down): 4.00 / 5.52 eV

```
136
Properties=species:S:1:pos:R:3:mulliken_spin:R:1
Cs 0.5859 1.3580 0.0098 -0.001
S 7.7099 -1.3190 4.1101 0.255
N 6.2325 -0.7951 4.6803 0.242
C 5.4820 -0.5914 3.5883 -0.028
C 4.1212 -0.1310 3.5949 0.036
C 3.4376 0.1530 4.7914 -0.009
C 2.1412 0.5921 4.7458 0.032
C 1.5375 0.7577 3.4882 0.010
N 2.1479 0.5002 2.3554 0.003
C 3.4205 0.0455 2.3793 0.049
C 4.0687 -0.2704 1.1193 0.069
N 3.3661 -0.1388 -0.0287 -0.008
C 3.9554 -0.4218 -1.1698 0.010
C 5.2875 -0.8581 -1.2654 0.021
C 6.0135 -1.0014 -0.1133 0.003
C 5.4168 -0.7094 1.1258 0.053
C 6.1258 -0.8677 2.3616 -0.036
N 7.3965 -1.2911 2.4730 0.255
H 3.9647 0.0168 5.7274 0.021
H 1.5879 0.8236 5.6470 -0.003
H 0.5086 1.1003 3.4179 -0.004
H 3.3516 -0.3028 -2.0654 0.002
H 5.7164 -1.0786 -2.2349 0.002
H 7.0419 -1.3401 -0.1209 0.021
C 0.2691 -1.6101 -4.0323 0.001
Si -0.6332 -2.9007 -3.0257 0.000
C -2.4336 -2.4403 -2.8353 0.000
C -0.3466 -4.6611 -3.6891 0.000
C -0.6269 -5.3533 -4.8683 0.000
C -0.2282 -6.6740 -5.0074 0.000
C 0.4532 -7.3164 -3.9759 0.000
C 0.7361 -6.6441 -2.7967 0.000
C 0.3399 -5.3149 -2.6393 0.000
Si 0.4161 -4.0051 -1.2584 0.000
C -0.6602 -4.5096 0.1961 0.000
C 2.1511 -3.5557 -0.7294 0.003
H -0.1420 -1.5694 -5.0450 0.000
H 1.3331 -1.8387 -4.1103 0.000
H 0.1736 -0.6151 -3.5917 0.000
H -2.8990 -2.2169 -3.7987 0.000
H -2.5275 -1.5551 -2.1990 0.000
H -2.9970 -3.2454 -2.3616 0.000
H -1.1522 -4.8651 -5.6826 0.000
H -0.4445 -7.2124 -5.9235 0.000
H 0.7608 -8.3488 -4.0994 0.000
H 1.2630 -7.1603 -2.0009 0.000
H -1.4140 -5.2300 -0.1275 0.000
H -1.1681 -3.6375 0.6060 0.000
H -0.0730 -4.9582 1.0006 0.000
H 2.5892 -4.3285 -0.0932 0.000
H 2.1394 -2.6133 -0.1751 -0.004
H 2.8019 -3.4145 -1.5938 0.001
C -0.3375 -2.5540 5.9792 0.001
C -0.1933 -2.2714 4.5094 0.000
C 0.9658 -2.5853 3.8192 -0.003
C 1.0529 -2.2852 2.4701 0.006
N 0.0772 -1.7097 1.7662 -0.001
C -1.0395 -1.4130 2.4361 0.000
C -1.2127 -1.6704 3.7889 -0.002
H 0.6102 -2.8710 6.4133 -0.001
H -1.0744 -3.3415 6.1512 0.000
H -0.6790 -1.6644 6.5103 0.001
H 1.8119 -3.0312 4.3279 0.004
H 1.9769 -2.4866 1.9368 -0.003
H -1.8195 -0.9273 1.8580 -0.001
H -2.1372 -1.3780 4.2722 0.000
C -5.3014 2.9843 2.2571 0.000
Si -3.5471 2.4691 1.7391 0.000
C -2.6929 4.0765 1.2406 0.000
C -2.7357 1.9191 3.3644 0.000
Ge -3.3233 0.7771 0.0803 0.000
Si -5.1770 -0.5801 0.6825 0.000
C -6.9291 0.1214 0.4644 0.000
C -5.1092 -1.1571 2.4911 0.000
C -5.2077 -2.1979 -0.3047 0.000
Si -4.2253 1.9510 -1.7731 0.000
C -5.6862 3.1321 -1.4983 0.000
C -2.8951 3.0249 -2.5804 0.000
C -4.8080 0.7536 -3.1231 0.000
H -5.2708 3.7585 3.0315 0.000
H -5.8551 2.1304 2.6534 0.000
H -5.8630 3.3738 1.4052 0.000
H -2.7208 4.7925 2.0691 0.000
H -3.2044 4.5341 0.3897 0.000
H -1.6448 3.9463 0.9573 0.000
H -2.6240 2.7617 4.0540 0.000
H -1.7459 1.4979 3.1826 0.000
H -3.3288 1.1474 3.8631 0.000
H -7.0503 1.0666 0.9956 0.000
H -7.6800 -0.5847 0.8359 0.000
H -7.1357 0.3073 -0.5928 0.000
H -5.0427 -0.3194 3.1875 0.000
H -4.2421 -1.8015 2.6555 0.000
H -6.0062 -1.7346 2.7381 0.000
H -5.2763 -2.0095 -1.3783 0.000
H -6.0593 -2.8203 -0.0098 0.000
H -4.2914 -2.7667 -0.1311 0.000
H -5.4183 3.9056 -0.7746 0.000
H -6.5599 2.6047 -1.1104 0.000
H -5.9685 3.6287 -2.4331 0.000
H -2.6134 3.8603 -1.9357 0.000
H -3.2517 3.4349 -3.5314 0.000
H -1.9852 2.4537 -2.7790 0.000
H -5.5941 0.0888 -2.7570 0.000
H -3.9799 0.1288 -3.4644 0.000
H -5.1998 1.3024 -3.9858 0.000
C 4.2894 3.1923 -4.2858 0.000
C 3.3744 3.4581 -3.0858 0.000
C 2.7174 4.8366 -3.1921 0.000
C 4.1605 3.3393 -1.7736 -0.001
C 2.3181 2.4254 -3.1055 -0.002
N 1.5304 1.5928 -3.1727 0.001
H 5.0766 3.9482 -4.3021 0.000
H 3.7349 3.2444 -5.2241 0.000
H 4.7546 2.2087 -4.2094 0.000
H 3.5003 5.5982 -3.1790 0.000
H 2.0522 4.9944 -2.3439 0.000
H 2.1516 4.9282 -4.1223 0.000
H 4.9688 4.0752 -1.7879 0.000
H 4.5966 2.3432 -1.6622 0.001
H 3.5120 3.5509 -0.9229 0.001
C 1.2842 6.9982 2.9331 0.000
Si 2.2739 5.4842 2.4116 0.000
C 4.0607 6.0265 2.1752 0.000
C 2.2422 4.2561 3.8258 0.003
C 1.6161 4.7816 0.8961 0.000
C 1.1784 4.2672 -0.1421 -0.001
H 1.6971 7.4751 3.8266 0.000
H 0.2502 6.7138 3.1394 0.000
H 1.2685 7.7312 2.1241 0.000
H 4.4636 6.4937 3.0782 0.000
H 4.1409 6.7391 1.3517 0.000
H 4.6841 5.1633 1.9320 0.000
H 2.6491 4.6812 4.7477 0.000
H 2.8329 3.3732 3.5713 -0.002
H 1.2207 3.9226 4.0236 -0.001
```



The energy of each structure relative to the most stable one, in eV, is as follows: model one 0.334; model two 0.000.



Model one:
# C4H8NO

2 unconnected molecules or ions with the total composition C4H8NO (ωB97M-V with the def2-TZVPD basis set, OMol25).

Spin multiplicity: 3
HOMO level (spin up / spin down): -0.4339 / -0.6433 Ha
Net charge: +1
Kohn-Sham gap (spin up / spin down): 8.69 / 8.07 eV

```
14
Properties=species:S:1:pos:R:3:mulliken_spin:R:1
C 2.2947 -0.4199 0.3253 0.234
C 0.2036 -0.4566 1.2318 0.799
C -0.5865 1.3454 -0.1077 0.016
C -0.6703 -0.9191 -0.8178 0.026
N -0.3308 -0.0016 0.1843 0.702
O 2.8371 0.3817 -0.2501 0.041
H 0.4280 -1.4898 1.1760 -0.012
H 0.3732 0.2043 2.1220 0.003
H -0.3001 1.9872 0.6719 0.007
H -0.2043 1.6274 -1.1195 0.056
H -1.7017 1.4926 -0.2876 0.068
H -1.7361 -0.9467 -1.0432 0.030
H -0.1195 -0.8295 -1.7314 0.032
H -0.4872 -1.9754 -0.3542 -0.002
```



Model two:
# C4H8NO

A gas-phase ion, C4H8NO (charge +1) (ωB97M-V with the def2-TZVPD basis set, OMol25).

Spin multiplicity: 3
HOMO level (spin up / spin down): -0.3537 / -0.5731 Ha
Net charge: +1
Kohn-Sham gap (spin up / spin down): 6.10 / 8.50 eV

```
14
Properties=species:S:1:pos:R:3:mulliken_spin:R:1
C -0.1499 -0.8319 1.3891 0.896
C -0.5576 -0.1453 -1.0211 0.043
C 0.7737 0.5006 0.5200 0.852
C 0.4385 -0.9417 -0.0038 0.035
N -0.2200 1.1726 -0.3013 0.007
O 1.2596 -1.9090 -0.4411 0.052
H 0.3584 -1.3257 2.1464 -0.001
H -1.1533 -0.6609 1.5831 0.028
H -0.3391 -0.1034 -2.0224 0.001
H -1.6786 -0.3334 -0.9500 -0.003
H 1.4760 0.8985 1.1144 0.016
H 0.0354 1.7465 -1.0571 0.022
H -0.9193 1.5382 0.2673 0.035
H 1.9355 -1.6689 -1.1856 0.017
```



The energy of each structure relative to the most stable one, in eV, is as follows: model one 0.000; model two 2.068.



Model one:
# C9H12N3O

A gas-phase ion, C9H12N3O (charge +1) (ωB97M-V with the def2-TZVPD basis set, OMol25).

HOMO level (spin up / spin down): -0.4362 / -0.4025 Ha
Net charge: +1
Kohn-Sham gap (spin up / spin down): 8.66 / 5.50 eV

```
25
Properties=species:S:1:pos:R:3:lowdin_charge:R:1
C 2.2590 0.2932 -1.2443 0.036
C 0.1979 -0.7736 -0.6977 -0.010
C 2.7355 -0.8802 -1.8041 0.008
C 0.7219 -1.9699 -1.1934 0.051
C 1.0112 0.3602 -0.5804 -0.291
C 2.0546 -2.0480 -1.7999 -0.309
C -2.1038 1.4923 2.1965 -0.158
C -0.6598 1.3779 1.7354 -0.122
C -2.9207 -0.7118 1.7130 0.049
N 0.6901 1.6142 -0.2197 0.104
N -2.8499 0.4508 1.5005 -0.031
N -0.5482 1.8036 0.3486 0.007
O 2.3760 -3.0917 -2.5003 0.168
H 2.9450 1.0861 -1.1732 0.115
H -0.8548 -0.6363 -0.4042 0.102
H 3.6272 -0.7154 -2.3934 0.138
H 0.0157 -2.7806 -1.4244 0.129
H -2.3418 1.5233 3.1919 0.102
H -2.3686 2.4682 1.7641 0.123
H 0.0869 1.9690 2.3437 0.166
H -0.3302 0.3350 1.8790 0.133
H -3.4518 -1.5270 1.2772 0.052
H -0.7645 2.7466 0.1956 0.170
H -1.1416 1.2766 -0.2542 0.145
H 1.6148 -3.6625 -2.4563 0.122
```



Model two:
# C9H12N3O

2 unconnected molecules or ions with the total composition C9H12N3O (ωB97M-V with the def2-TZVPD basis set, OMol25).

HOMO level: -0.5093 Ha
Net charge: +1
Kohn-Sham gap: 9.95 eV

```
25
Properties=species:S:1:pos:R:3:lowdin_charge:R:1
C -3.3830 0.7734 0.7611 0.010
C -2.8945 1.6171 1.7761 0.001
C -2.4046 -0.0078 0.0998 -0.087
C -1.5047 1.7754 1.8980 -0.048
C 1.4652 0.3291 -1.5640 -0.349
C 1.5873 -0.9820 -2.2789 -0.061
C 1.9422 -2.0736 -1.1823 -0.080
C 1.5080 -1.3565 0.1929 -0.124
C 1.4121 0.9980 0.7915 0.129
N -1.1108 0.1288 0.2921 0.060
N -0.6908 1.0609 1.1242 -0.002
N 1.4871 0.0307 -0.0951 -0.100
O 1.3435 1.4407 -1.9674 0.159
H -4.3772 0.3610 0.7578 0.118
H -3.5509 2.1884 2.4060 0.115
H -2.7637 -0.6551 -0.7498 0.141
H -1.0272 2.3015 2.7434 0.141
H 0.6588 -1.3051 -2.7956 0.138
H 2.2798 -0.9104 -3.1580 0.146
H 1.3953 -2.9879 -1.3141 0.098
H 3.0094 -2.3330 -1.2674 0.115
H 0.5337 -1.7025 0.4607 0.098
H 2.1300 -1.4997 1.0875 0.137
H 1.1468 1.9371 0.2400 0.138
H 1.8082 0.8713 1.7416 0.107
```



The energy of each structure relative to the most stable one, in eV, is as follows: model one 3.623; model two 0.000.